No. 1
Molecular formula: C33H31Br2F6NO2S
Method: DFT, ωB97M-V/def2-TZVPD

Element x y z (Å)
C -5.22625 -5.03505 -0.73824
C -5.93298 -3.72856 0.03036
C -7.04254 -3.11171 -1.01068
Br -6.44576 -1.19343 -1.36548
N -8.44632 -2.99698 -0.45186
Br -9.38833 -2.03671 -1.80919
S -9.27405 -4.53717 -0.38595
O -9.30445 -5.11037 -1.84244
O -10.76835 -4.22921 0.01551
F -8.66658 -5.63062 0.78685
H -6.08437 -5.84476 -0.88708
H -4.31611 -5.46904 -0.12509
H -4.87989 -4.68062 -1.82258
H -5.06007 -2.94673 0.25829
H -6.43910 -4.10409 1.02083
H -6.96136 -3.72217 -2.00778
F -2.49531 -3.88422 -0.08217
C -1.93622 -3.17373 -1.07073
C -0.57832 -3.31771 -1.33344
C 0.00317 -2.58197 -2.36598
C -0.77844 -1.70139 -3.11794
C -2.13951 -1.56012 -2.84324
C -2.72287 -2.30424 -1.81805
H 0.01465 -4.00024 -0.73344
H 1.06235 -2.69314 -2.58443
H -0.32356 -1.12442 -3.92029
H -2.74496 -0.87109 -3.42716
H -3.78114 -2.21342 -1.59682
F 2.88177 -1.46609 -2.14113
C 3.00585 -0.46687 -1.25751
C 2.39459 -0.57409 -0.01311
C 2.52781 0.46384 0.90914
C 3.26251 1.60333 0.57218
C 3.86809 1.70370 -0.68127
C 3.74400 0.66089 -1.59898
H 1.82092 -1.46307 0.22785
H 2.06028 0.38635 1.88759
H 3.36243 2.41456 1.29016
H 4.43598 2.59331 -0.94280
H 4.21561 0.71846 -2.57438
F 5.92869 4.57799 -0.67133
C 6.77361 4.08168 0.24212
C 6.45124 4.17028 1.59189
C 7.32828 3.64906 2.54305
C 8.52430 3.05418 2.13386
C 8.84126 2.97459 0.77698
C 7.95888 3.48585 -0.17437
H 5.52171 4.64327 1.89140
H 7.08183 3.70637 3.60037
H 9.21015 2.65178 2.87632
H 9.77462 2.51483 0.46113
H 8.18527 3.42443 -1.23366
F -10.56917 -0.08478 -2.90298
C -11.66026 0.65626 -2.66845
C -12.08561 0.85251 -1.35917
C -13.21864 1.62827 -1.11418
C -13.92067 2.19066 -2.18313
C -13.48869 1.98369 -3.49405
C -12.34934 1.21725 -3.73792
H -11.53247 0.40092 -0.54213
H -13.55489 1.79415 -0.09371
H -14.80691 2.79195 -1.99186
H -14.03907 2.41900 -4.32464
H -11.99444 1.05365 -4.75005
F 10.29235 1.55779 4.58845
C 11.58274 1.91732 4.57240
C 12.33484 1.81942 5.73792
C 13.67976 2.18881 5.72039
C 14.25529 2.66278 4.53891
C 13.49075 2.76216 3.37549
C 12.14896 2.38218 3.39062
H 11.86860 1.45696 6.64825
H 14.27839 2.10866 6.62437
H 15.30316 2.95499 4.52682
H 13.93980 3.13522 2.45817
H 11.54243 2.44451 2.49319

Properties
HOMO: -9.257 eV
LUMO level: -1.68 eV
orbital gap: 7.576 eV
E: -7626.5176 hartree



No. 2
Molecular formula: C2H4INO2
Method: DFT, ωB97M-V/def2-TZVPD

Element x y z (Å)
C 0.08871 0.54775 0.55582
C 1.02737 -0.40398 0.04428
N -1.24230 0.88712 -0.69406
O -0.10174 1.13981 1.53192
O -1.21021 2.28475 -0.47543
I -2.97091 -0.03301 0.24786
H 0.45831 -1.19545 -0.64991
H 1.64894 0.11826 -0.63110
H 1.55588 -0.91152 0.83524
H -1.85999 2.77108 -1.13698

Properties
HOMO (spin up / spin down): -6.374 / -8.904 eV
LUMO level (spin up / spin down): 0.63 / -2.24 eV
spin multiplicity: 3
orbital gap (spin up / spin down): 7.000 / 6.662 eV
E: -581.3180 hartree



No. 3
Molecular formula: C28H41F6IrN5O9P
Method: DFT, ωB97M-V/def2-TZVPD

Element x y z (Å)
Ir -1.55527 -0.99875 -1.42042
N -3.41348 -0.03993 0.15681
N -3.87512 1.17124 -0.32683
C -3.45555 1.63654 -1.52318
N -3.90223 2.83229 -1.90494
N -2.63763 0.84410 -2.20082
N -2.01625 1.27802 -3.33875
O -2.28605 2.35294 -3.86236
O -1.18489 0.50031 -3.76286
H -4.12919 -0.75364 0.18231
H -2.91711 0.04539 1.03485
H -4.57713 1.68602 0.18012
H -4.50807 3.36424 -1.30661
H -3.58908 3.19063 -2.79379
O -2.93758 -5.51156 -5.75134
C -2.69783 -4.68793 -4.91715
C -3.70944 -3.73902 -4.26330
O -4.88926 -3.68796 -4.48953
C -2.93268 -2.90811 -3.29642
C -1.53622 -3.28168 -3.33556
O -0.66518 -2.72376 -2.63615
C -1.32425 -4.38757 -4.30775
O -0.29030 -4.94648 -4.56791
O -3.36248 -2.01675 -2.54707
C -0.10420 -4.04056 0.33440
C -1.16563 -3.13277 0.95695
O -1.12836 -1.83931 0.49572
C -0.91105 -3.05924 2.47985
F -0.84523 -4.25324 3.07975
F -1.85233 -2.34375 3.11906
F 0.26480 -2.44251 2.71651
C -2.56220 -3.74887 0.69639
F -3.56189 -2.91281 1.05708
F -2.72347 -3.99481 -0.61157
F -2.77472 -4.90378 1.34247
H 0.88528 -3.67078 0.60240
H -0.20008 -4.00405 -0.74746
H -0.19850 -5.07103 0.67770
O -0.21187 0.80828 -0.74504
P 1.02338 0.86054 0.13249
C 2.02042 2.33102 -0.34215
C 2.89024 2.98338 0.74360
C 2.10558 3.90699 1.67188
C 1.29976 4.94163 0.89026
C 0.39002 4.27726 -0.14039
C 1.19051 3.38942 -1.08432
C 0.41612 0.74624 1.85852
C -0.82638 1.60761 2.12965
C -1.59990 1.02098 3.31873
C -0.65987 0.54722 4.44679
C 0.70449 1.21924 4.33767
C 1.40552 0.78404 3.04551
C 2.03494 -0.63188 -0.12496
C 2.12193 -1.04511 -1.61049
C 3.32719 -0.50079 -2.37550
C 4.63114 -0.74942 -1.62606
C 4.56622 -0.14145 -0.22916
C 3.40298 -0.72257 0.57342
H 2.69705 1.88809 -1.07658
H 3.65216 3.57601 0.22491
H 3.43789 2.23264 1.31769
H 2.79357 4.40177 2.36142
H 1.43023 3.31608 2.29237
H 1.99009 5.61563 0.37016
H 0.71733 5.56221 1.57546
H -0.14326 5.03720 -0.71681
H -0.37383 3.67743 0.36399
H 1.89083 4.01545 -1.64897
H 0.53775 2.90375 -1.81003
H 0.02424 -0.27743 1.77416
H -1.45688 1.64105 1.23808
H -0.54888 2.64008 2.34742
H -2.20023 0.17143 2.98376
H -2.30012 1.77113 3.69529
H -0.51929 -0.53399 4.38209
H -1.11072 0.74164 5.42077
H 1.33156 0.96452 5.19380
H 0.58490 2.30735 4.35854
H 1.81191 -0.21837 3.19072
H 2.25497 1.43920 2.85607
H 1.36644 -1.35607 0.35199
H 1.19971 -0.79044 -2.13383
H 2.17308 -2.13916 -1.63110
H 3.21867 0.57221 -2.56641
H 3.35123 -0.97376 -3.35933
H 5.47708 -0.33937 -2.18188
H 4.80197 -1.82882 -1.54288
H 4.47509 0.94606 -0.31528
H 5.49593 -0.32573 0.31428
H 3.37164 -0.28275 1.57180
H 3.60530 -1.78877 0.72732

Properties
HOMO (spin up / spin down): -7.838 / -8.356 eV
LUMO level (spin up / spin down): -0.39 / -2.05 eV
spin multiplicity: 5
orbital gap (spin up / spin down): 7.451 / 6.303 eV
E: -3087.2570 hartree



No. 4
Molecular formula: C40H35GeN3O3PdS
Method: DFT, ωB97M-V/def2-TZVPD

Element x y z (Å)
Pd 0.54076 0.60033 0.47088
C 2.17518 3.36836 -6.83994
C 1.67213 2.47645 -5.74366
C 1.97187 2.74183 -4.40923
C 1.50074 1.92461 -3.39517
C 0.71178 0.82909 -3.71239
C 0.41659 0.53331 -5.03526
C 0.89449 1.36056 -6.03776
S 0.03138 -0.17997 -2.43748
O -0.36538 -1.42389 -3.03601
O -0.98462 0.62635 -1.77378
N 1.15807 -0.31020 -1.30252
C 2.00387 -1.40081 -1.17873
C 2.38756 -2.27015 -2.17133
C 3.26872 -3.33285 -1.88665
C 3.77738 -3.52844 -0.63477
C 3.40797 -2.64945 0.41193
C 3.88053 -2.79095 1.73307
C 3.47042 -1.91645 2.69810
C 2.55942 -0.91130 2.34432
N 2.08777 -0.74598 1.12750
C 2.51667 -1.59417 0.14010
H 2.80751 4.16102 -6.44552
H 1.34572 3.83308 -7.37360
H 2.75516 2.80302 -7.56962
H 2.58950 3.59567 -4.16221
H 1.75974 2.13402 -2.36349
H -0.18359 -0.33376 -5.27139
H 0.65918 1.13089 -7.06925
H 2.00084 -2.15892 -3.17302
H 3.54486 -3.99930 -2.69255
H 4.46315 -4.33797 -0.42726
H 4.56302 -3.59811 1.96673
H 3.80578 -1.98963 3.72198
H 2.19737 -0.24225 3.10829
O 0.89155 1.87298 2.49006
C -0.03362 2.90345 2.81370
C -0.65080 3.44251 1.54951
C -1.53281 4.51121 1.64483
C -2.06198 5.03954 0.48429
C -1.69483 4.48363 -0.73337
C -0.82556 3.41045 -0.73369
N -0.30525 2.89253 0.38638
H 1.30970 1.57544 3.30313
H 0.49317 3.71682 3.32274
H -0.82140 2.52754 3.47629
H -1.78904 4.91877 2.61308
H -2.75019 5.87274 0.52425
H -2.07614 4.86521 -1.66903
H -0.53748 2.92538 -1.65635
C -4.59567 2.14879 2.02329
C -4.05168 1.49315 3.11620
C -2.99952 0.60553 2.93773
C -2.47404 0.37221 1.66272
C -3.03830 1.03477 0.56816
C -4.09415 1.91327 0.75080
Ge -1.08217 -0.95305 1.43299
C -1.34895 -2.28514 0.08236
C -0.39504 -3.26878 -0.18393
C -0.62630 -4.22616 -1.15599
C -1.81535 -4.21282 -1.86946
C -2.77065 -3.24267 -1.61445
C -2.53836 -2.27860 -0.64790
C -0.43590 -1.62350 3.13091
C -0.20405 -2.98728 3.29991
C 0.24701 -3.48376 4.51658
C 0.46668 -2.62672 5.58101
C 0.21669 -1.26681 5.43818
C -0.23263 -0.77688 4.22409
H -5.42319 2.83238 2.16251
H -4.45795 1.65703 4.10564
H -2.60989 0.07689 3.79808
H -2.65785 0.86115 -0.42866
H -4.52882 2.41334 -0.10460
H 0.54528 -3.29162 0.35550
H 0.12324 -4.97924 -1.35971
H -1.99702 -4.95948 -2.63078
H -3.69521 -3.22957 -2.17569
H -3.29024 -1.52057 -0.46748
H -0.38248 -3.67832 2.48553
H 0.41817 -4.54564 4.63097
H 0.81445 -3.01705 6.52797
H 0.35853 -0.59846 6.27742
H -0.45150 0.28138 4.13398

Properties
HOMO (spin up / spin down): -10.297 / -10.290 eV
LUMO level (spin up / spin down): -3.71 / -3.57 eV
spin multiplicity: 2
net charge: +1
orbital gap (spin up / spin down): 6.588 / 6.719 eV
E: -4538.0557 hartree



No. 5
Molecular formula: C35H34ClFI2N2OSiSr
Method: DFT, ωB97M-V/def2-TZVPD

Element x y z (Å)
Sr -0.79740 0.77686 -0.76254
I -1.63628 6.96952 -3.10477
C -1.29517 4.96234 -2.72461
C -1.64273 4.02111 -3.75746
C -1.12050 2.74859 -3.63034
I -1.21420 1.41631 -5.20947
C -0.37167 2.35700 -2.49614
O 0.41181 1.33296 -2.46829
C -0.71766 3.14001 -1.18944
C 0.24072 2.84992 0.03811
N -0.44450 1.91324 1.00154
C -1.90171 2.25797 0.88265
C -2.29445 2.62227 -0.62992
C -3.30654 3.73861 -0.64243
C -4.34343 3.73221 -1.50020
C -4.61483 2.62356 -2.38273
C -3.82786 1.52382 -2.20621
N -2.79158 1.43358 -1.35812
C -0.72814 4.60762 -1.55777
H -2.25013 4.30732 -4.60137
H 0.45730 3.79927 0.52414
H 1.20475 2.44703 -0.32250
H -0.10674 1.95472 1.98020
H -2.14040 3.13021 1.49157
H -2.55409 1.44100 1.23331
H -3.15870 4.56595 0.04064
H -5.01261 4.58722 -1.49727
H -5.43286 2.62899 -3.08789
H -4.03868 0.60386 -2.74574
H -0.42989 5.33876 -0.81885
C 0.18456 -4.18120 -1.15285
Si 0.27486 -2.40634 -1.87928
C -0.30608 -2.69107 -3.68171
C 2.17376 -2.21098 -2.12042
C 3.12952 -3.10869 -1.62815
C 4.49938 -2.89312 -1.77732
C 4.96102 -1.76841 -2.44774
C 4.03448 -0.85615 -2.95134
C 2.67429 -1.07270 -2.77993
H 0.72745 -4.92565 -1.75539
H -0.86282 -4.49781 -1.08684
H 0.60023 -4.21283 -0.13778
H 0.28367 -3.45042 -4.21432
H -0.24196 -1.75483 -4.24658
H -1.35967 -2.99497 -3.68496
H 2.80102 -3.99447 -1.09128
H 5.20618 -3.60417 -1.35933
H 6.02521 -1.59908 -2.57362
H 4.37681 0.03158 -3.47339
H 1.97710 -0.32302 -3.14170
F 5.15992 -5.70844 3.42172
C 4.37142 -4.74318 2.87772
C 4.97280 -3.67755 2.23240
C 4.16515 -2.69596 1.68297
C 2.76312 -2.75994 1.78954
C 1.94024 -1.73676 1.25671
C 2.20219 -3.87518 2.43880
C 2.99964 -4.86853 2.98315
H 6.05161 -3.63005 2.16308
H 4.60856 -1.86569 1.14815
H 0.86583 -1.78873 1.34019
H 2.36550 -0.89433 0.73207
H 1.12387 -3.94974 2.50684
H 2.57420 -5.73142 3.47782
Cl -1.39180 3.13531 5.54824
C -2.14580 1.72889 4.79454
C -3.50606 1.57911 4.95431
C -4.18832 0.51422 4.37295
C -3.43299 -0.36409 3.58913
C -2.07252 -0.21989 3.42151
C -1.30286 0.82520 4.06694
C 0.08391 0.94254 3.97745
H -4.03911 2.31402 5.54713
H -5.25420 0.39077 4.50437
H -3.93108 -1.18387 3.07981
H -1.56028 -0.91730 2.76448
H 0.65467 0.16530 3.48182
H 0.62151 1.69777 4.53202

Properties
HOMO (spin up / spin down): -1.004 / -1.001 eV
LUMO level (spin up / spin down): 3.42 / 3.43 eV
net charge: -2
orbital gap (spin up / spin down): 4.426 / 4.430 eV
E: -3014.3493 hartree